[1]
# C6H8N4

A single C6H8N4 molecule (ωB97M-V/def2-TZVPD, the Open Molecules 2025 dataset).

```
18
Properties=species:S:1:pos:R:3:forces:R:3:mulliken_charge:R:1
C 3.786151 0.688418 -0.205297 0.5 1.0 0.1 0.057
C 2.778753 -1.393050 0.104632 -0.5 1.0 1.0 0.099
C 0.463447 0.023029 1.093333 0.8 1.6 -0.4 -0.784
C 0.069666 0.436031 -0.380785 -3.3 1.1 -0.9 0.875
C 2.669436 0.005685 0.309824 -2.5 1.3 -0.8 0.619
C -1.214522 -0.348741 -0.668466 -0.1 0.5 0.8 -1.921
N 4.701858 1.270458 -0.577312 0.2 0.1 -0.1 -0.406
N 2.866604 -2.510790 -0.081628 0.2 -1.8 -0.3 -0.450
N 1.805804 0.604203 1.238760 1.5 -3.8 -0.9 -0.234
N 1.060299 0.130229 -1.294648 2.6 1.8 0.7 -0.707
H -0.042638 0.514301 1.932300 -0.9 -0.7 -0.5 0.358
H 0.363851 -1.105023 0.985632 0.8 1.4 1.1 0.304
H -0.295951 1.543749 -0.578060 1.3 -1.7 1.1 0.164
H -1.141746 -1.362024 -0.529938 0.9 -2.8 0.9 0.496
H -1.571825 -0.383304 -1.624620 -0.1 0.8 -3.2 0.491
H -2.139393 -0.135923 -0.194538 -0.5 1.1 1.5 0.467
H 1.936978 1.589444 1.320222 -0.4 0.5 0.0 0.297
H 1.252935 -0.786882 -1.612552 -0.6 -1.4 0.1 0.275
```
Positions in Å, forces in eV/Å.

Summary:
Energy in hartree: -452.2874
HOMO-LUMO gap (spin up / spin down) in Ha: 0.2925 / 0.3041


[2]
# C6H8N4O4

2 unconnected molecules or ions with the total composition C6H8N4O4 (ωB97M-V/def2-TZVPD, the Open Molecules 2025 dataset).

```
22
Properties=species:S:1:pos:R:3:forces:R:3:mulliken_charge:R:1
C -2.760838 1.493201 -0.213885 -1.4 -0.8 0.5 -0.239
C -3.746331 0.480054 0.203125 0.2 0.5 0.0 0.361
C -1.768777 -0.790397 1.053315 0.0 1.0 -0.5 0.307
C 1.433863 1.435829 0.967645 1.4 -0.2 0.2 0.605
C 1.617472 -0.283733 -1.030563 -4.3 -5.0 0.0 -1.287
C 1.393237 0.001171 0.421887 -0.6 0.2 0.8 0.790
N -1.518012 1.342368 0.079100 -0.6 2.1 -1.5 -0.683
N -3.171830 -0.570653 0.900891 1.0 -1.3 0.7 -0.066
N -1.040229 0.289443 0.620045 2.3 -2.2 1.1 0.106
N 1.531427 -0.912167 1.347255 -0.2 -0.1 -2.7 -0.267
O 0.939297 2.444079 0.307146 -2.0 -1.0 -1.0 -0.516
O -4.944779 0.582993 0.027641 0.2 -0.3 0.1 -0.619
O -1.182986 -1.781051 1.510057 -1.6 0.6 -0.3 -0.671
O 2.115993 1.561394 1.946685 0.2 0.1 0.7 -0.553
H -3.228564 2.364167 -0.642173 0.6 0.4 -0.2 0.418
H 0.607170 -0.265558 -1.649045 2.1 0.4 1.4 0.255
H 2.280463 0.377705 -1.372333 2.5 2.8 -1.6 0.396
H 2.029645 -1.367084 -1.233302 -0.7 2.1 0.7 0.371
H -3.800915 -1.235289 1.340218 0.0 0.0 -0.3 0.227
H -0.007848 2.121224 -0.031686 0.7 0.8 0.2 0.523
H 1.535633 -0.661665 2.304128 -0.3 0.3 1.0 0.243
H 1.190850 -1.811918 1.027689 0.4 -0.3 0.7 0.298
```
Positions in Å, forces in eV/Å.

Summary:
Energy in hartree: -753.3856
HOMO-LUMO gap in Ha: 0.2924


[3]
# C6H8N4OS

2 unconnected molecules or ions with the total composition C6H8N4OS (ωB97M-V/def2-TZVPD, the Open Molecules 2025 dataset).

```
20
Properties=species:S:1:pos:R:3:forces:R:3:mulliken_charge:R:1
N -1.126977 -2.068518 -0.230444 -1.3 -0.4 -0.4 -0.485
C -0.105285 -1.610048 -0.016451 0.4 -0.3 0.4 0.196
C 1.175803 -1.184736 0.340106 0.8 1.8 -1.4 0.409
C 2.101073 -1.786448 1.097538 -0.6 -3.0 1.7 -0.352
C 3.303313 -1.059439 1.232537 -1.6 0.2 -1.4 -0.481
C 3.355114 0.059048 0.449665 -0.9 -0.6 -0.2 -0.505
S 1.853496 0.226663 -0.402153 0.4 0.6 0.3 -0.006
H 1.836410 -2.846214 1.521324 0.9 2.3 -0.5 0.273
H 4.010718 -1.460752 1.840258 2.4 -0.6 1.5 0.503
H 4.184491 0.742375 0.298214 -0.3 -0.1 0.1 0.413
N -2.967249 0.435138 -0.168765 -2.8 -1.7 -3.0 -0.537
C -2.014051 1.120295 -0.820199 1.3 0.8 -0.2 0.738
N -2.107724 1.262504 -2.209597 3.0 3.5 1.5 -0.503
N -1.015460 1.721070 -0.223815 0.0 0.7 -1.2 -0.600
O -0.979960 1.669261 1.206571 -0.6 -0.9 -0.2 -0.393
H -3.474841 -0.311680 -0.768487 1.2 1.8 1.6 0.272
H -2.650590 0.087555 0.679187 0.6 -0.8 1.9 0.307
H -2.542974 0.604697 -2.781446 -0.4 -1.0 -0.8 0.182
H -1.357699 1.973886 -2.592474 -2.3 -2.4 0.9 0.271
H -1.477610 2.425343 1.548431 0.0 0.0 -0.4 0.296
```
Positions in Å, forces in eV/Å.

Summary:
SMILES: N#Cc1cccs1.NC(N)=NO
Energy in hartree: -925.7960
HOMO-LUMO gap in Ha: 0.3337


[4]
# C6H8NO

A gas-phase ion, C6H8NO (charge +1) (ωB97M-V/def2-TZVPD, the Open Molecules 2025 dataset).

```
16
Properties=species:S:1:pos:R:3:forces:R:3:mulliken_charge:R:1
C 0.016551 -2.162526 -0.104114 -2.5 0.0 1.5 -0.204
N 0.214242 -0.932725 0.202848 -0.4 -0.3 -1.2 0.108
C 1.416574 -0.314818 0.075192 2.9 2.9 0.1 -0.171
C 1.670347 1.033948 0.002462 0.3 -1.3 -0.3 -0.420
C 0.585694 1.955756 -0.171937 -1.7 -0.1 1.4 -0.326
C -0.602115 1.396925 0.038501 -0.9 -1.2 -1.1 -0.485
C -0.950362 -0.067100 0.276777 -0.8 0.5 -0.2 0.265
O -1.861410 -0.748111 -0.638221 -0.7 2.7 1.5 -0.549
H -1.064195 -2.392634 -0.019290 1.1 -0.6 -0.3 0.308
H 0.748189 -2.895952 -0.293241 1.1 -0.3 -0.3 0.326
H 2.227571 -0.954431 -0.101246 1.0 -1.0 0.3 0.360
H 2.704085 1.393215 0.031671 -0.4 -0.5 -0.3 0.384
H 0.512525 3.043333 -0.201982 1.1 -0.3 -0.3 0.374
H -1.500963 1.950307 0.059347 -0.8 0.9 0.0 0.336
H -1.392428 0.002364 1.285231 0.2 -0.8 -0.1 0.302
H -2.724307 -0.307553 -0.441999 0.5 -0.7 -0.6 0.390
```
Positions in Å, forces in eV/Å.

Summary:
SMILES: C=[N+]1C=CC=C[C@H]1O
Energy in hartree: -363.0704
HOMO-LUMO gap (spin up / spin down) in Ha: 0.2884 / 0.2884
Total charge: +1


[5]
# C6H8NO2

A molecular structure, C6H8NO2 (ωB97M-V/def2-TZVPD, the Open Molecules 2025 dataset).

```
17
Properties=species:S:1:pos:R:3:forces:R:3:mulliken_charge:R:1
C 2.374808 1.774715 0.274537 0.6 1.0 2.4 -0.807
C 2.691206 -0.865219 0.186088 2.2 1.0 0.1 0.589
C 1.918903 0.442562 -0.064495 -5.3 -0.6 0.3 1.061
C -0.327368 -0.423689 -1.455854 -3.9 4.3 0.9 -1.660
C -0.474571 -0.299728 1.058872 -0.2 0.0 -0.6 -1.393
C 0.015166 0.316671 -0.208294 3.7 2.5 0.5 0.474
N 2.300154 1.556688 -0.940963 1.0 0.6 -1.6 -0.635
O 3.932800 -0.616659 0.199697 -0.6 -0.4 -0.1 -0.763
O 2.113015 -1.932614 0.427517 -0.7 0.1 -0.3 -0.698
H 2.677324 2.613825 1.027552 -0.6 -1.7 -1.7 0.229
H 0.160389 -1.256237 -1.508517 2.3 -5.7 0.1 0.449
H 0.076769 0.103773 -2.265852 0.1 1.2 -1.5 0.430
H -1.468954 -0.511569 -1.525740 1.5 -0.2 -0.2 0.351
H 0.188505 -1.092296 1.246679 1.4 -0.9 0.8 0.367
H -1.363597 -0.876266 0.932132 -1.5 0.1 -0.2 0.413
H -0.542109 0.370669 1.888573 -0.1 0.4 0.6 0.274
H -0.204080 1.448182 -0.347479 0.0 -1.8 0.4 0.320
```
Positions in Å, forces in eV/Å.

Summary:
Energy in hartree: -438.5892
HOMO-LUMO gap in Ha: 0.2928
Total charge: -1


[6]
# C6H8NO2P

2 unconnected molecules or ions with the total composition C6H8NO2P (ωB97M-V/def2-TZVPD, the Open Molecules 2025 dataset).

```
18
Properties=species:S:1:pos:R:3:forces:R:3:mulliken_charge:R:1
C -0.099724 0.791176 1.578469 -0.4 -0.2 -0.2 -0.297
C 1.246826 0.826628 1.032781 0.5 -0.2 -0.2 -0.302
C -1.056237 0.443535 0.694893 0.1 0.3 -0.1 0.305
C 1.249704 0.443892 -0.237614 1.5 0.1 -1.1 -0.055
C -2.512204 0.302816 0.970064 0.0 0.0 0.0 -1.159
C -0.458221 -1.547522 -1.222174 0.1 0.3 0.0 -0.994
N 3.180683 0.437543 -1.606346 -2.3 0.0 1.8 0.616
O 4.182147 0.378809 -0.977279 0.3 0.0 -0.4 -0.417
O 2.909030 0.477133 -2.758397 0.5 0.0 -0.2 -0.404
P -0.360701 0.291870 -0.999764 0.0 -0.3 0.3 -0.036
H -0.279199 0.993858 2.623320 -0.1 0.1 0.2 0.388
H 2.102209 1.071222 1.637267 0.3 0.1 0.0 0.431
H -2.857450 -0.693993 0.692549 -0.1 -0.1 0.0 0.294
H -3.082370 1.021639 0.383706 -0.1 0.0 0.0 0.310
H -2.724088 0.463913 2.026231 0.0 0.0 0.0 0.340
H -1.498901 -1.824276 -1.376130 0.0 -0.1 0.0 0.334
H -0.054241 -2.063055 -0.352650 0.0 0.0 0.0 0.313
H 0.112739 -1.815188 -2.108926 0.0 -0.1 0.0 0.333
```
Positions in Å, forces in eV/Å.

Summary:
Energy in hartree: -779.7934
HOMO-LUMO gap (spin up / spin down) in Ha: 0.3061 / 0.2979


[7]
# C6H8NS

A gas-phase ion, C6H8NS (charge +1) (ωB97M-V/def2-TZVPD, the Open Molecules 2025 dataset).

```
16
Properties=species:S:1:pos:R:3:forces:R:3:mulliken_charge:R:1
C 0.445190 0.991576 -1.643784 -1.3 3.7 1.2 -0.502
C 0.073216 1.831639 -0.510061 0.5 -1.1 -1.4 0.189
C 0.282790 -0.315634 -1.693252 -0.4 -3.0 -1.8 -0.221
C -0.378759 1.445187 0.648875 -0.4 -3.1 1.8 -0.933
C -0.192621 -1.266481 -0.726895 4.6 2.9 -1.1 -0.613
C -0.407277 -0.667556 0.581341 -2.5 2.2 0.7 0.159
N 0.204235 -1.014339 1.894884 3.1 0.2 -0.1 -0.306
S -1.948601 -1.311289 -0.038736 -1.9 0.6 2.5 0.057
H 0.535736 1.657582 -2.495224 0.4 -0.8 -0.4 0.287
H 0.033014 2.856552 -0.760523 0.5 1.4 0.3 0.415
H 0.292501 -0.716569 -2.698326 0.5 -0.3 -0.1 0.332
H -0.485289 1.841374 1.691282 -0.3 -0.6 -1.2 0.368
H 0.248045 -2.217600 -0.797399 0.0 -1.6 -0.2 0.525
H 1.148108 -1.610536 1.741513 -2.6 1.3 0.5 0.442
H -0.409715 -1.472257 2.607082 0.5 0.5 -0.6 0.368
H 0.559425 -0.031650 2.199224 -0.7 -2.2 0.1 0.432
```
Positions in Å, forces in eV/Å.

Summary:
Energy in hartree: -685.8126
HOMO-LUMO gap (spin up / spin down) in Ha: 0.2097 / 0.2036
Total charge: +1
⟨S²⟩: 2.03
2S+1: 3


[8]
# C6H8O2

A molecular structure, C6H8O2 (ωB97M-V/def2-TZVPD, the Open Molecules 2025 dataset).

```
16
Properties=species:S:1:pos:R:3:forces:R:3:mulliken_charge:R:1
C -0.150465 1.615604 -0.943367 -5.8 4.1 6.5 -1.064
C -0.229550 0.571333 0.301385 0.9 1.2 -4.1 0.910
C -1.643624 0.120091 0.670325 -2.7 1.7 -1.2 -0.662
C -0.140522 -0.805794 -0.141172 -4.3 -2.8 0.7 0.382
C 1.143028 -1.091308 -0.648367 2.8 2.5 1.0 -0.913
C 1.869414 -0.185073 0.098291 1.2 -1.0 -1.6 -0.232
H 0.001166 2.719834 -0.339879 0.1 -2.9 -2.0 0.266
H 0.577935 1.436999 -1.630694 1.6 -0.5 -2.1 0.384
H -1.389341 1.819363 -1.236441 4.0 -1.1 0.0 0.235
H -2.497005 0.880374 0.433024 1.6 -1.5 0.3 0.317
H -1.665871 -0.135962 1.715870 -0.4 -0.9 0.2 0.301
H -0.102247 -0.978604 0.923300 0.3 -3.1 0.7 0.257
H 1.648852 -1.858218 -1.112831 0.4 -1.4 -1.6 0.439
H 2.949907 0.186799 -0.088202 -1.9 -1.1 1.0 0.333
O -1.680936 -1.093905 -0.398790 3.4 3.6 2.7 -0.493
O 1.104301 0.416442 1.062951 -1.1 3.3 -0.5 -0.459
```
Positions in Å, forces in eV/Å.

Summary:
Energy in hartree: -383.6142
HOMO-LUMO gap in Ha: 0.3519


What did the eighth record say?
# C6H8O2

A molecular structure, C6H8O2 (ωB97M-V/def2-TZVPD, the Open Molecules 2025 dataset).

```
16
Properties=species:S:1:pos:R:3:forces:R:3:mulliken_charge:R:1
C -0.150465 1.615604 -0.943367 -5.8 4.1 6.5 -1.064
C -0.229550 0.571333 0.301385 0.9 1.2 -4.1 0.910
C -1.643624 0.120091 0.670325 -2.7 1.7 -1.2 -0.662
C -0.140522 -0.805794 -0.141172 -4.3 -2.8 0.7 0.382
C 1.143028 -1.091308 -0.648367 2.8 2.5 1.0 -0.913
C 1.869414 -0.185073 0.098291 1.2 -1.0 -1.6 -0.232
H 0.001166 2.719834 -0.339879 0.1 -2.9 -2.0 0.266
H 0.577935 1.436999 -1.630694 1.6 -0.5 -2.1 0.384
H -1.389341 1.819363 -1.236441 4.0 -1.1 0.0 0.235
H -2.497005 0.880374 0.433024 1.6 -1.5 0.3 0.317
H -1.665871 -0.135962 1.715870 -0.4 -0.9 0.2 0.301
H -0.102247 -0.978604 0.923300 0.3 -3.1 0.7 0.257
H 1.648852 -1.858218 -1.112831 0.4 -1.4 -1.6 0.439
H 2.949907 0.186799 -0.088202 -1.9 -1.1 1.0 0.333
O -1.680936 -1.093905 -0.398790 3.4 3.6 2.7 -0.493
O 1.104301 0.416442 1.062951 -1.1 3.3 -0.5 -0.459
```
Positions in Å, forces in eV/Å.

Summary:
Energy in hartree: -383.6142
HOMO-LUMO gap in Ha: 0.3519